one.
C7H12N3 | wB97M-V/def2-TZVPD

The geometry in XYZ format:
```
22
Properties=species:S:1:pos:R:3
C 1.944 0.215 0.458
C 1.960 1.449 -0.069
C 0.380 0.290 -1.141
C -0.623 -1.674 1.298
C 0.351 -1.744 0.111
C -1.988 -1.126 0.766
C 0.679 2.719 -1.730
N 0.889 -0.423 -0.105
N 0.996 1.531 -1.006
N -1.916 0.244 0.672
H 2.650 -0.252 1.207
H 2.683 2.258 0.250
H -0.871 -2.647 1.823
H -0.226 -1.091 2.182
H 1.197 -2.402 0.376
H -0.088 -2.108 -0.737
H -2.499 -1.717 -0.094
H -2.761 -1.371 1.420
H 0.010 2.551 -2.723
H -0.028 3.319 -1.120
H 1.579 3.252 -2.037
H -2.854 0.454 0.220
```

Its LUMO energy (spin up / spin down) is -7.116 / -4.284 eV. The value obtained for the HOMO energy (spin up / spin down) is -13.321 / -14.056 eV. The molar mass is 138.194 g/mol. The total charge is +1. The HOMO-LUMO gap (spin up / spin down) comes out at 6.2052 / 9.7720 eV.

two.
C7H12N3 | wB97M-V/def2-TZVPD

The geometry in XYZ format:
```
22
Properties=species:S:1:pos:R:3
C -1.548 0.345 -1.869
C -2.080 0.832 -0.744
C -0.368 -0.471 -1.699
C -1.481 0.127 0.434
C 0.543 -0.405 -0.505
C 1.974 -0.578 -0.568
C 0.622 0.416 1.892
N -1.438 -1.297 0.250
N -0.410 -1.502 -0.662
N -0.007 0.490 0.539
H -1.990 0.626 -2.890
H -3.030 1.285 -0.745
H 0.219 -0.849 -2.611
H -1.941 0.473 1.353
H 2.281 -1.475 0.057
H 2.271 0.452 -0.324
H 2.399 -0.873 -1.541
H 0.568 -0.584 2.420
H 1.743 0.664 1.788
H -0.022 1.027 2.596
H -2.191 -1.904 0.194
H 0.077 1.411 0.073
```

Its LUMO energy is -3.054 eV. The value obtained for the HOMO energy is -13.480 eV. The molar mass is 138.194 g/mol. As for the SMILES: C[N@@H+]1[C@H]2C=C[C@@H]3N(N2)[C@@]31C. The total charge is +1. The HOMO-LUMO gap comes out at 10.4259 eV.

three.
C7H12N3 | wB97M-V/def2-TZVPD

The geometry in XYZ format:
```
22
Properties=species:S:1:pos:R:3
C -0.584 0.666 -2.673
C -0.576 1.837 -2.035
C -1.151 -0.004 -1.514
C 1.426 -1.898 1.896
C 1.684 -1.354 0.474
C 1.042 -0.444 1.431
C -0.528 1.212 0.795
N -1.777 1.625 0.315
N -0.297 0.038 1.273
N -1.136 1.191 -0.831
H 0.045 0.274 -3.471
H -0.282 2.786 -2.261
H -2.203 -0.385 -1.649
H -0.578 -0.755 -1.111
H 0.479 -2.514 2.071
H 2.233 -2.020 2.620
H 2.791 -1.283 0.434
H 1.251 -1.980 -0.321
H 1.701 0.334 1.873
H 0.247 1.977 0.653
H -2.717 1.223 0.573
H -1.071 -0.525 1.458
```

Its LUMO energy is -2.960 eV. The value obtained for the HOMO energy is -13.215 eV. The molar mass is 138.194 g/mol. The total charge is +1. The HOMO-LUMO gap comes out at 10.2547 eV.

The data favor two; the next most stable structure lies 0.0753 hartree above it.

one.
C23H25N3O4 | wB97M-V/def2-TZVPD

The geometry in XYZ format:
```
55
Properties=species:S:1:pos:R:3
C 4.886 -1.281 1.073
C 4.018 -1.837 -0.049
H 4.652 -2.318 -0.797
H 3.488 -1.023 -0.543
C 3.028 -2.874 0.485
C 2.168 -3.503 -0.596
O 1.812 -4.650 -0.599
O 1.797 -2.603 -1.523
C 0.839 -3.006 -2.492
H 0.588 -4.062 -2.351
H 1.278 -2.876 -3.487
C -0.446 -2.174 -2.413
O -1.452 -2.525 -2.995
N -0.298 -1.062 -1.673
C -1.174 -0.031 -1.348
C -2.519 0.164 -1.441
N -2.816 1.444 -1.010
N -1.638 2.007 -0.522
C -0.578 1.156 -0.761
O 0.601 1.380 -0.533
C -1.528 3.379 -0.255
C -2.302 4.306 -0.949
C -2.176 5.653 -0.664
C -1.273 6.084 0.294
C -0.487 5.161 0.964
C -0.615 3.810 0.701
H 0.001 3.087 1.211
H 0.226 5.494 1.703
H -1.176 7.137 0.510
H -2.778 6.369 -1.202
H -2.979 3.973 -1.721
C -4.043 1.721 -0.298
H -4.036 2.755 0.040
H -4.164 1.066 0.572
H -4.884 1.575 -0.973
C -3.611 -0.727 -1.903
H -4.185 -1.100 -1.055
H -4.286 -0.189 -2.566
H -3.183 -1.573 -2.434
H 0.636 -0.869 -1.319
C 2.016 -2.344 1.483
C 1.583 -3.181 2.506
C 0.622 -2.759 3.407
C 0.074 -1.492 3.294
C 0.498 -0.655 2.277
C 1.459 -1.076 1.375
H 1.769 -0.393 0.600
H 0.080 0.336 2.176
H -0.678 -1.161 3.996
H 0.299 -3.421 4.196
H 1.999 -4.174 2.592
H 3.581 -3.692 0.958
H 5.446 -2.079 1.556
H 4.270 -0.792 1.824
H 5.592 -0.555 0.679
```

Its LUMO energy is 0.583 eV. The value obtained for the HOMO energy is -8.086 eV. The molar mass is 407.470 g/mol. As for the SMILES: CC[C@H](C(=O)OCC(=O)Nc1c(C)n(C)n(-c2ccccc2)c1=O)c1ccccc1. The total charge is 0. The HOMO-LUMO gap comes out at 8.6689 eV.

two.
C23H25N3O4 | wB97M-V/def2-TZVPD

The geometry in XYZ format:
```
55
Properties=species:S:1:pos:R:3
C -6.088 2.048 -4.359
C -4.933 2.547 -3.961
C -4.351 2.303 -2.599
N -3.089 1.582 -2.684
C -3.057 0.309 -2.247
O -4.002 -0.222 -1.692
C -1.762 -0.500 -2.430
N -1.290 -0.863 -1.114
C -1.035 0.045 -0.136
O -0.996 1.242 -0.280
C -0.809 -0.753 1.153
N -0.975 -2.107 0.676
C -1.313 -2.183 -0.631
O -1.548 -3.159 -1.289
H -1.059 -2.896 1.293
C 0.579 -0.483 1.701
C 1.501 -1.484 1.854
C 2.778 -1.219 2.389
C 3.739 -2.232 2.570
C 4.970 -1.960 3.099
C 5.306 -0.643 3.474
C 4.384 0.367 3.302
C 3.115 0.108 2.763
C 2.154 1.124 2.570
C 0.922 0.838 2.057
H 0.206 1.627 1.892
H 2.411 2.138 2.835
H 4.652 1.371 3.591
O 6.505 -0.282 4.009
C 7.487 -1.269 4.213
H 7.145 -2.040 4.911
H 8.340 -0.748 4.645
H 7.791 -1.738 3.271
H 5.681 -2.761 3.224
H 3.490 -3.244 2.285
H 1.270 -2.499 1.564
C -1.896 -0.391 2.174
H -2.877 -0.627 1.766
H -1.858 0.671 2.397
H -1.742 -0.953 3.093
H -0.976 0.017 -2.978
H -2.015 -1.438 -2.933
C -1.965 2.309 -3.237
C -1.748 2.032 -4.698
C -1.365 2.943 -5.573
H -1.204 2.705 -6.610
H -1.185 3.966 -5.285
H -1.931 1.012 -5.010
H -2.153 3.376 -3.090
H -1.065 2.069 -2.660
H -5.031 1.694 -2.001
H -4.175 3.256 -2.086
H -4.335 3.154 -4.627
H -6.481 2.236 -5.344
H -6.690 1.434 -3.711
```

Its LUMO energy is 0.536 eV. The value obtained for the HOMO energy is -8.030 eV. The molar mass is 407.470 g/mol. As for the SMILES: C=CCN(CC=C)C(=O)CN1C(=O)N[C@@](C)(c2ccc3cc(OC)ccc3c2)C1=O. The total charge is 0. The HOMO-LUMO gap comes out at 8.5658 eV.

The data favor one; the next most stable structure lies 0.0086 hartree above it.

one.
C2H5BrSi | wB97M-V/def2-TZVPD

The geometry in XYZ format:
```
9
Properties=species:S:1:pos:R:3
C 0.027 1.555 -0.246
C -1.275 1.520 -0.037
Si -1.940 0.238 1.154
Br -3.829 -0.108 -0.219
H 0.770 0.776 0.148
H 0.597 2.283 -0.963
H -2.004 2.229 -0.692
H 1.160 -3.256 1.057
H 1.016 -2.509 0.944
```

Its LUMO energy is -1.075 eV. The value obtained for the HOMO energy is -9.235 eV. The molar mass is 137.052 g/mol. The total charge is 0. The HOMO-LUMO gap comes out at 8.1597 eV.

two.
C2H5BrSi | wB97M-V/def2-TZVPD

The geometry in XYZ format:
```
9
Properties=species:S:1:pos:R:3
C -0.164 -0.218 0.820
C -0.163 -0.583 -0.727
Si 1.351 0.469 -0.171
Br 3.392 -0.115 0.133
H -0.904 0.379 1.243
H -0.059 -1.227 1.314
H -0.158 -1.740 -1.054
H -0.988 -0.061 -1.030
H 1.570 2.593 -0.171
```

Its LUMO energy is -0.209 eV. The value obtained for the HOMO energy is -9.237 eV. The molar mass is 137.052 g/mol. The total charge is 0. The HOMO-LUMO gap comes out at 9.0276 eV.

The data favor one; the next most stable structure lies 0.0271 hartree above it.

one.
C3H12N2OS | wB97M-V/def2-TZVPD

The geometry in XYZ format:
```
19
Properties=species:S:1:pos:R:3
N 0.431 -0.373 1.662
C 0.090 -1.051 0.351
C -1.247 -0.339 -0.046
S -2.533 -0.682 -1.380
C 1.159 -0.925 -0.797
N 1.728 0.361 -1.077
H 0.344 -0.965 2.475
H -1.624 -1.321 -2.093
H 1.429 -0.019 1.503
H -0.117 -2.147 0.729
H -0.853 0.563 -0.276
H -1.791 -0.235 0.855
H 1.970 -1.684 -0.272
H 0.811 -1.353 -1.698
H 2.507 0.715 -0.417
H 1.084 1.206 -1.255
H -1.057 3.202 1.271
H -1.548 2.446 -0.105
O -0.782 2.602 0.570
```

Its LUMO energy is 0.707 eV. The value obtained for the HOMO energy is -8.821 eV. The molar mass is 124.209 g/mol. As for the SMILES: NC[C@@H](N)CS.O. The total charge is 0. The HOMO-LUMO gap comes out at 9.5286 eV.

two.
C3H12N2OS | wB97M-V/def2-TZVPD

The geometry in XYZ format:
```
19
Properties=species:S:1:pos:R:3
N -0.084 -0.295 -0.684
C -0.055 -0.231 0.770
C -1.405 -0.533 1.541
S -2.349 -1.890 0.524
C 0.481 1.163 1.281
N 1.865 1.012 1.069
H -0.893 0.331 -0.906
H -0.668 -1.129 -0.979
H 0.642 -1.016 1.108
H -2.063 0.333 1.743
H -1.247 -0.960 2.607
H -2.265 -3.174 1.158
H 0.175 1.920 0.520
H 0.263 1.509 2.312
H 2.315 1.275 0.216
H 2.202 0.062 1.189
H 0.616 -0.005 -4.128
H 1.059 1.136 -4.964
O 1.412 0.491 -4.376
```

Its LUMO energy is 0.601 eV. The value obtained for the HOMO energy is -8.665 eV. The molar mass is 124.209 g/mol. As for the SMILES: NC[C@H](N)CS.O. The total charge is 0. The HOMO-LUMO gap comes out at 9.2662 eV.

The data favor two; the next most stable structure lies 0.0142 hartree above it.

one.
C3H12N2OS | wB97M-V/def2-TZVPD

The geometry in XYZ format:
```
19
Properties=species:S:1:pos:R:3
N -0.648 0.354 -2.214
C -0.688 -0.365 -0.951
C 0.555 -1.242 -0.962
S 1.007 -2.010 0.644
C -0.720 0.580 0.243
N -2.045 1.153 0.428
H 0.303 0.569 -2.480
H 0.994 -3.288 0.245
H -1.183 1.205 -2.283
H -1.503 -1.070 -0.997
H 1.492 -0.774 -1.271
H 0.395 -2.005 -1.726
H -0.336 0.134 1.145
H -0.047 1.406 0.046
H -2.683 0.644 1.019
H -2.103 2.137 0.659
H 0.535 3.462 1.558
H 1.956 3.236 1.840
O 1.145 2.726 1.697
```

Its LUMO energy is 0.554 eV. The value obtained for the HOMO energy is -8.574 eV. The molar mass is 124.209 g/mol. As for the SMILES: NC[C@@H](N)CS.O. The total charge is 0. The HOMO-LUMO gap comes out at 9.1277 eV.

two.
C3H12N2OS | wB97M-V/def2-TZVPD

The geometry in XYZ format:
```
19
Properties=species:S:1:pos:R:3
N -0.246 -1.143 -0.316
C -0.130 0.332 -0.154
C -1.291 0.981 0.622
S -1.508 0.371 2.340
C 0.124 1.120 -1.418
N 1.465 0.832 -1.998
H -1.214 -1.445 -0.421
H -0.039 -1.580 0.585
H 0.858 0.342 0.337
H -2.214 0.669 0.068
H -1.115 2.053 0.619
H -0.618 1.163 2.962
H -0.699 0.890 -2.133
H 0.157 2.193 -1.185
H 1.367 0.996 -2.999
H 1.457 -0.198 -2.028
H 1.724 -2.748 -1.067
H 2.788 -1.704 -0.637
O 2.610 -2.430 -1.244
```

Its LUMO energy is 0.733 eV. The value obtained for the HOMO energy is -9.436 eV. The molar mass is 124.209 g/mol. As for the SMILES: NC[C@H](N)CS.O. The total charge is 0. The HOMO-LUMO gap comes out at 10.1688 eV.

The data favor two; the next most stable structure lies 0.0058 hartree above it.